The following is a quantum chemistry calculation of a single C3H6N2O molecule, from OMol25.

Properties
**Energy above the lowest of the compared OMol25 structures with the same formula, charge and spin**: 285.3 kJ/mol
**Structure (SMILES)**: N/C(O)=C1/CN1
**Gap between HOMO and LUMO**: 8.588 eV
**Electronic energy**: -8233.7422 eV

Each line ends with the Löwdin charge.
Cartesian coordinates (Å):
O1 0.86633 1.86249 0.52295  0.065
N1 -0.76224 -1.38506 -0.38893  0.018
N2 1.98292 -0.04847 0.05148  0.142
C1 0.76153 0.53745 0.24063  -0.426
C2 -1.65330 -0.20184 -0.56378  -0.134
C3 -0.41160 -0.11064 0.17926  -0.259
H1 -2.61821 -0.20525 -0.05898  0.093
H2 -0.00802 2.15819 0.80910  0.114
H3 -1.68306 0.16418 -1.58890  0.100
H4 1.94918 -1.02354 -0.20475  0.100
H5 2.73931 0.22743 0.65909  0.101
H6 -1.16285 -1.97495 0.34282  0.086



The following is a quantum chemistry calculation of C3H6N2O as an isolated structure in a non-equilibrium geometry, from OMol25.

Properties
**Energy above the lowest of the compared OMol25 structures with the same formula, charge and spin**: 488.5 kJ/mol
**Gap between HOMO and LUMO**: 9.112 eV
**Electronic energy**: -8231.6360 eV

Each line ends with the Löwdin charge.
Cartesian coordinates (Å):
O1 1.41643 -1.51850 -0.35276  -0.085
N1 1.43638 0.86220 0.70265  0.130
N2 0.52491 -0.55932 -0.93854  -0.020
C1 -1.85064 -0.08540 0.21935  0.006
C2 -0.96079 0.61466 -0.49833  -0.154
C3 0.61438 0.59926 -0.33198  -0.349
H1 -1.26733 1.49091 -1.05416  0.079
H2 -2.90444 0.15380 0.15228  0.050
H3 1.33131 -2.27414 -0.95421  0.088
H4 2.03157 0.09219 0.98659  0.093
H5 1.20146 1.61693 1.32623  0.102
H6 -1.57324 -0.99258 0.74289  0.061



The following is a quantum chemistry calculation of a 2-piece molecular cluster, C3H6N2O overall in a non-equilibrium geometry, from OMol25.

Properties
**Energy above the lowest of the compared OMol25 structures with the same formula, charge and spin**: 356.9 kJ/mol
**Gap between HOMO and LUMO**: 8.887 eV
**Electronic energy**: -8232.9999 eV

Each line ends with the Löwdin charge.
Cartesian coordinates (Å):
O1 -1.53191 -0.57814 -0.33384  -0.008
N1 0.11056 0.49029 1.43644  -0.062
N2 -1.48779 -1.74615 -3.49476  0.138
C1 -0.66289 -1.16494 -1.08705  -0.114
C2 -1.25615 -1.49643 -2.38445  -0.232
C3 1.21447 0.82170 0.51915  -0.159
H1 -1.01731 -0.24900 0.49329  0.043
H2 -0.24762 1.33134 1.87964  0.092
H3 1.42800 -0.05706 -0.09152  0.049
H4 2.12434 1.14655 1.03580  0.073
H5 0.88443 1.61633 -0.15503  0.084
H6 0.44187 -0.11450 2.18230  0.095